1.
Formula: C26H64F2INO14S
Source: OMol25
Level of theory: wB97M-V/def2-TZVPD

XYZ file:
```
109
Properties=species:S:1:pos:R:3:forces:R:3:mulliken_charge:R:1
O -6.74574 -2.01948 1.24419 0.237 1.193 0.062 -0.5748
S -6.28876 -0.77730 0.68936 0.449 -1.493 -1.061 1.3448
O -5.86939 -0.76773 -0.68391 -0.509 0.433 1.117 -0.5407
F -5.04134 -0.33480 1.54165 -0.627 0.138 -0.244 -0.2064
N -7.29858 0.51775 0.96214 0.797 -0.512 0.102 -0.4038
I -7.47285 1.02491 2.94753 -0.121 0.029 -0.035 0.2127
C -8.58119 0.36770 0.25615 -0.847 0.259 0.304 -0.7281
C -9.51857 -0.73603 0.74821 0.223 -0.367 -0.255 -0.2077
F -9.44778 -1.79449 -0.15051 -0.044 -0.185 -0.130 -0.2068
H -9.08435 1.32941 0.35028 0.122 0.082 0.025 0.3816
H -8.40739 0.20700 -0.80646 0.268 -0.040 -0.029 0.4232
H -9.23042 -1.14359 1.71559 0.046 0.188 0.147 0.2296
H -10.56143 -0.42760 0.77818 0.003 0.225 -0.019 0.2931
C -8.84884 -3.82757 -5.09432 -0.056 0.034 -0.010 -0.6155
O -10.18265 -4.04387 -4.66542 0.123 -0.069 0.024 -0.3746
C -10.49208 -5.41522 -4.47210 -0.200 0.204 0.020 -0.5819
C -10.45233 -5.79723 -3.00754 0.182 -0.233 -0.037 -0.4952
O -9.13768 -5.70680 -2.48144 -0.052 0.156 -0.010 -0.2449
C -8.92152 -4.52740 -1.71942 0.039 -0.069 0.060 -0.9878
H -8.64761 -2.76014 -5.02072 -0.050 0.007 -0.011 0.2593
H -8.13094 -4.36413 -4.46972 0.006 -0.015 -0.013 0.1877
H -8.72692 -4.13758 -6.13776 0.056 -0.029 0.013 0.3369
H -9.80885 -6.04834 -5.04622 0.034 -0.025 0.017 0.3094
H -11.50518 -5.57841 -4.85328 0.010 -0.027 0.002 0.3874
H -10.77411 -6.83900 -2.90620 -0.032 0.013 -0.006 0.3615
H -11.14148 -5.17273 -2.43200 -0.010 0.046 -0.018 0.3720
H -9.43635 -4.59828 -0.75637 -0.012 0.077 0.001 0.3142
H -9.26333 -3.63528 -2.24703 -0.024 -0.006 -0.002 0.4332
H -7.85134 -4.43888 -1.53772 0.002 -0.046 -0.001 0.3747
C -2.07236 3.15472 -2.32857 -0.039 0.027 0.060 -0.7440
O -2.81610 2.64383 -1.23819 0.098 -0.062 -0.097 -0.3786
C -3.22380 1.29281 -1.42256 -0.097 0.188 0.258 -0.2833
C -2.33864 0.33168 -0.65932 0.079 -0.179 -0.245 -0.3935
O -1.01372 0.31543 -1.17273 -0.017 0.145 0.061 -0.4328
C -0.10530 1.07291 -0.39178 0.017 -0.079 -0.010 -0.8353
H -1.63929 4.10459 -2.01750 -0.045 0.008 0.025 0.2536
H -1.26549 2.47788 -2.61919 -0.009 -0.013 -0.022 0.3132
H -2.72617 3.33174 -3.18986 0.047 -0.023 -0.046 0.3212
H -3.23660 1.03626 -2.48565 0.038 -0.028 -0.019 0.2885
H -4.24466 1.20683 -1.04364 -0.006 -0.027 -0.035 0.1816
H -2.74309 -0.67899 -0.76812 -0.034 0.010 0.017 0.3234
H -2.33568 0.58290 0.40557 -0.005 0.049 0.019 0.3012
H 0.11378 0.55605 0.54837 0.009 0.085 0.049 0.3545
H -0.49103 2.07056 -0.17149 -0.009 -0.006 0.036 0.3666
H 0.81889 1.17101 -0.96002 -0.010 -0.053 -0.017 0.3318
C 2.27218 3.89670 1.92974 -0.044 -0.003 -0.090 -0.6734
O 1.62815 2.70829 2.35823 0.074 0.077 0.088 -0.2910
C 2.48547 1.85583 3.10175 -0.248 -0.115 -0.096 0.0720
C 2.23020 1.96156 4.59018 0.264 0.065 0.074 -0.6728
O 2.57825 3.24273 5.09359 -0.116 0.012 -0.072 -0.3726
C 1.45906 4.08916 5.28746 0.056 -0.006 0.032 -0.7064
H 1.50729 4.57710 1.55743 -0.052 -0.074 -0.014 0.3013
H 2.80776 4.38307 2.74751 0.049 -0.020 -0.012 0.3332
H 2.97305 3.67568 1.11848 0.075 0.075 0.041 0.1725
H 3.53406 2.07759 2.88017 0.021 0.041 0.035 -0.1393
H 2.28078 0.82863 2.78196 0.030 -0.010 0.019 0.3989
H 2.85558 1.22800 5.10880 -0.022 -0.021 -0.015 0.4011
H 1.18405 1.73142 4.81203 -0.035 0.005 -0.030 0.3340
H 0.87619 3.76068 6.15489 -0.055 0.013 -0.028 0.3130
H 0.81419 4.11388 4.40603 -0.014 -0.016 0.002 0.3022
H 1.83394 5.09359 5.47761 0.041 -0.024 0.027 0.2437
C 5.95666 2.52536 0.80934 -0.076 0.049 0.037 -0.8590
O 5.98243 3.68092 1.62954 0.103 -0.119 -0.086 -0.2941
C 6.95521 3.60443 2.66198 -0.193 0.239 0.032 -0.5752
C 8.19720 4.39934 2.32088 0.192 -0.212 0.050 -0.5819
O 8.89235 3.84007 1.21443 -0.177 0.056 -0.049 -0.3192
C 8.66133 4.53778 0.00204 0.092 -0.016 0.009 -0.8197
H 5.34035 2.74626 -0.06118 -0.033 0.041 0.038 0.2529
H 6.95727 2.24716 0.47118 0.008 -0.017 0.017 0.4066
H 5.50908 1.68533 1.35226 0.053 -0.067 -0.048 0.3182
H 7.21587 2.56242 2.86894 0.039 -0.018 -0.020 0.3733
H 6.50392 4.02570 3.56563 0.019 -0.018 0.013 0.3874
H 8.87734 4.37510 3.17830 -0.021 0.025 0.013 0.3915
H 7.93876 5.44354 2.12467 -0.041 0.011 -0.014 0.3528
H 9.18430 5.50047 0.00982 -0.043 0.026 -0.027 0.3253
H 7.59589 4.70514 -0.17009 -0.007 0.014 0.014 0.3920
H 9.05838 3.92992 -0.80975 0.038 -0.016 0.035 0.2337
C 13.48333 6.16163 0.19478 -0.046 0.028 0.064 -0.7596
O 12.72551 5.66953 1.28474 0.106 -0.053 -0.102 -0.3995
C 12.31561 4.31692 1.11758 -0.111 0.166 0.261 0.0927
C 13.19045 3.36641 1.90548 0.082 -0.162 -0.244 -0.6565
O 14.52260 3.33717 1.41033 -0.015 0.134 0.075 -0.3739
C 15.42371 4.10421 2.18804 0.000 -0.067 -0.037 -0.7183
H 13.91504 7.11527 0.49551 -0.047 0.010 0.024 0.2490
H 14.29159 5.47840 -0.07634 -0.009 -0.014 -0.023 0.3293
H 12.83972 6.32662 -0.67650 0.048 -0.024 -0.047 0.3174
H 12.31611 4.04348 0.05810 0.045 -0.022 -0.022 0.3083
H 11.28872 4.23970 1.48368 -0.002 -0.055 -0.036 0.0271
H 12.78623 2.35428 1.80780 -0.028 0.013 0.021 0.3460
H 13.18065 3.63405 2.96616 -0.006 0.043 0.015 0.3649
H 15.62692 3.60578 3.14220 0.003 0.057 0.034 0.3172
H 15.03841 5.10850 2.37945 -0.010 0.000 0.021 0.3137
H 16.35551 4.18499 1.63032 -0.008 -0.051 -0.015 0.2421
C -4.63768 -7.98274 -0.35569 -0.052 -0.070 0.009 -0.7188
O -5.75842 -8.56952 -0.99122 0.107 0.118 -0.031 -0.4459
C -6.61309 -7.61483 -1.61040 -0.088 -0.297 -0.001 -0.2686
C -6.39243 -7.55322 -3.10585 0.028 0.299 -0.049 -0.2976
O -5.09990 -7.05254 -3.42850 0.032 -0.150 0.044 -0.3866
C -4.17908 -8.06852 -3.77872 -0.022 0.081 -0.011 -0.7595
H -3.94957 -8.78486 -0.09172 -0.043 -0.028 0.012 0.2584
H -4.12286 -7.27862 -1.01360 -0.008 0.027 0.008 0.3187
H -4.94326 -7.46602 0.56073 0.043 0.056 -0.010 0.3095
H -6.47168 -6.62627 -1.16463 0.020 0.034 -0.019 0.2821
H -7.64362 -7.92475 -1.41978 -0.010 0.050 -0.012 0.2925
H -7.12608 -6.86772 -3.53691 -0.025 -0.021 0.038 0.1927
H -6.54391 -8.54114 -3.55177 0.027 -0.044 0.030 0.3079
H -4.41407 -8.47431 -4.76915 0.018 -0.065 0.017 0.3156
H -4.17554 -8.88027 -3.04730 -0.013 -0.019 -0.010 0.3277
H -3.18726 -7.61956 -3.81115 -0.022 0.041 -0.023 0.2498
```
Forces are in eV/Å.

Results
* spin multiplicity: 1
* electronic energy: -82516.83013 eV

***

2.
Formula: C26H64N5O6
Source: OMol25
Level of theory: wB97M-V/def2-TZVPD

XYZ file:
```
101
Properties=species:S:1:pos:R:3:forces:R:3:lowdin_spin:R:1
C 2.41502 0.05780 -1.04635 0.021 -0.088 0.008 0.0020
C 1.26830 0.36839 -0.07463 -0.088 -0.174 -0.114 0.0010
O 1.83398 0.77141 1.18852 0.333 0.432 -0.119 0.0006
C 0.36729 1.50105 -0.62367 -0.048 0.179 -0.021 0.0180
C -1.09450 1.12111 -0.92203 0.201 -0.434 -0.030 0.0230
C -1.69081 2.09742 -1.91976 0.009 0.147 -0.089 0.0000
C -1.94492 1.13835 0.34032 -0.089 0.030 0.159 0.0012
N -1.01872 -0.23240 -1.56530 0.083 0.019 -0.033 0.4018
O -0.60660 -0.22434 -2.77547 -0.109 -0.017 0.086 0.4983
C -0.59303 -1.39864 -0.71620 -0.009 0.394 -0.107 0.0242
C -0.02708 -2.48087 -1.62776 0.093 -0.054 0.079 -0.0024
C -1.81160 -1.98907 0.01109 -0.187 -0.095 0.070 0.0089
C 0.47315 -0.89651 0.29598 0.111 -0.150 0.041 0.0159
H 2.12356 -0.68924 -1.78265 -0.075 0.116 -0.058 0.0013
H 3.26836 -0.33596 -0.48920 -0.088 -0.074 0.007 0.0001
H 2.73923 0.94124 -1.60138 0.010 0.047 0.127 0.0000
H 2.45843 1.49722 1.01899 -0.252 -0.321 0.089 0.0001
H 0.36774 2.32207 0.10062 0.016 -0.031 -0.058 0.0016
H 0.79512 1.87772 -1.55528 0.010 0.013 0.030 0.0022
H -2.73903 1.86939 -2.12291 0.042 -0.048 0.014 0.0002
H -1.63818 3.10276 -1.49558 -0.003 -0.012 -0.025 -0.0005
H -1.13764 2.07224 -2.85648 -0.055 0.034 0.018 -0.0009
H -1.55744 0.52400 1.15227 -0.031 0.034 -0.104 -0.0001
H -2.97228 0.83306 0.13405 0.022 0.018 -0.044 0.0006
H -1.96804 2.16114 0.71918 -0.001 -0.048 -0.013 -0.0005
H -0.72176 -2.70271 -2.43601 -0.041 -0.027 0.044 -0.0007
H 0.11652 -3.37869 -1.02140 0.017 0.013 -0.043 -0.0003
H 0.92647 -2.22251 -2.07769 -0.026 0.003 0.002 0.0003
H -2.61955 -1.27271 0.13449 0.083 0.024 0.012 0.0014
H -1.53765 -2.35063 1.00512 0.055 -0.043 -0.068 0.0002
H -2.21682 -2.83294 -0.55139 0.028 0.063 0.000 0.0001
H 0.01916 -0.70460 1.26945 -0.028 -0.048 -0.096 0.0004
H 1.18078 -1.71641 0.45364 0.015 0.086 0.071 0.0016
C 4.06576 -5.23553 -5.75848 0.005 0.002 0.036 0.0000
C 2.71031 -5.52553 -5.12470 -0.051 -0.064 -0.031 0.0000
C 2.03606 -4.29930 -4.50285 0.012 0.057 0.021 0.0000
O 2.61842 -3.85587 -3.29090 0.072 -0.062 0.027 0.0000
C 3.72363 -2.98654 -3.41990 -0.024 0.056 -0.048 0.0000
N 2.84938 -6.64100 -4.18998 -0.011 0.012 0.028 0.0000
H 4.83609 -5.12073 -4.99450 -0.003 0.010 -0.008 0.0000
H 4.36201 -6.06740 -6.39589 0.010 -0.004 0.012 0.0000
H 4.04057 -4.32471 -6.35914 -0.003 -0.005 -0.010 0.0000
H 2.03193 -5.85919 -5.91834 0.021 0.034 -0.018 0.0000
H 1.00675 -4.56295 -4.24753 -0.003 0.011 0.010 0.0000
H 2.00382 -3.47197 -5.22482 -0.014 -0.020 -0.011 0.0000
H 3.60781 -2.32768 -4.28773 -0.004 0.021 0.024 0.0000
H 4.67055 -3.52325 -3.51904 -0.013 -0.017 -0.001 0.0000
H 3.76425 -2.37582 -2.51804 0.017 -0.010 0.002 0.0000
H 1.93731 -6.94701 -3.86947 -0.001 -0.007 -0.009 0.0000
H 3.34148 -6.31656 -3.36299 0.002 -0.003 -0.009 0.0000
C -0.51460 1.83816 5.80586 -0.012 0.021 -0.024 0.0000
C 0.13131 1.96718 4.42950 0.086 -0.005 0.018 0.0000
C -0.42135 3.12565 3.58887 -0.022 -0.085 -0.010 0.0000
O -1.71015 2.88951 3.04975 -0.010 -0.024 -0.006 0.0000
C -2.80888 3.19523 3.88227 0.048 0.103 0.056 0.0000
N 0.05442 0.67843 3.74889 -0.272 -0.042 -0.071 0.0000
H -1.50968 1.39613 5.72720 -0.012 0.007 -0.001 0.0000
H 0.08652 1.18088 6.43381 -0.010 -0.007 -0.003 0.0000
H -0.61140 2.80514 6.30325 0.013 0.001 0.004 0.0000
H 1.19442 2.18809 4.57894 -0.019 0.035 0.002 0.0000
H 0.23031 3.25590 2.72074 -0.006 0.006 0.005 0.0000
H -0.41855 4.06213 4.16254 0.006 -0.011 0.016 0.0000
H -2.61402 4.09387 4.47824 -0.017 0.006 -0.018 0.0000
H -3.06015 2.37893 4.56375 0.015 -0.021 -0.007 0.0000
H -3.66296 3.38249 3.23254 -0.008 -0.007 0.011 0.0000
H 0.62242 0.66691 2.90513 0.104 0.085 0.130 0.0000
H -0.90536 0.54931 3.43574 0.008 0.023 0.015 0.0000
C -0.45329 -3.25718 7.67418 -0.034 -0.011 -0.019 0.0000
C -0.95020 -1.98583 6.99497 0.068 0.086 -0.027 0.0000
C -2.35360 -1.55292 7.43132 -0.027 -0.034 0.016 0.0000
O -3.40793 -2.34565 6.91594 0.028 -0.029 -0.036 0.0000
C -3.72616 -3.49976 7.66361 -0.001 0.026 0.066 0.0000
N -0.81080 -2.12666 5.55021 -0.078 -0.086 0.063 0.0000
H -0.92491 -4.13964 7.23889 -0.002 0.002 0.011 0.0000
H 0.62104 -3.35768 7.52639 -0.004 -0.012 -0.012 0.0000
H -0.66197 -3.25048 8.74567 0.009 0.004 0.008 0.0000
H -0.29036 -1.16329 7.29629 -0.003 -0.030 0.039 0.0000
H -2.53578 -0.54547 7.04879 -0.006 -0.005 -0.002 0.0000
H -2.41752 -1.51741 8.52797 0.011 0.023 -0.005 0.0000
H -3.63935 -3.30833 8.73927 -0.030 0.001 -0.004 0.0000
H -3.08673 -4.35087 7.41608 0.003 0.010 -0.018 0.0000
H -4.75901 -3.75910 7.43494 0.006 -0.015 -0.005 0.0000
H -0.94390 -1.23401 5.08657 0.180 -0.020 -0.061 0.0000
H -1.52658 -2.76146 5.21123 -0.031 0.047 -0.020 0.0000
C -1.50137 5.07814 -5.44233 0.002 0.008 0.039 0.0000
C -0.50953 5.51679 -6.51303 -0.026 0.020 -0.049 0.0000
C 0.69577 4.58031 -6.65314 0.015 -0.036 0.030 0.0000
O 1.65927 4.68978 -5.62230 -0.015 0.086 0.025 0.0000
C 1.37637 3.98261 -4.43382 -0.011 -0.101 -0.010 0.0000
N -0.13527 6.91143 -6.28607 0.025 -0.008 0.012 0.0000
H -1.12480 5.30332 -4.44364 -0.008 -0.007 -0.002 0.0000
H -2.44423 5.61035 -5.56122 0.014 0.019 -0.004 0.0000
H -1.69542 4.00556 -5.49905 -0.019 0.001 0.006 0.0000
H -1.02409 5.47889 -7.47988 -0.002 -0.037 0.011 0.0000
H 1.23171 4.83558 -7.57006 0.001 0.000 -0.001 0.0000
H 0.35406 3.53938 -6.73582 0.005 0.005 -0.022 0.0000
H 0.85415 3.04222 -4.64397 0.022 -0.008 0.006 0.0000
H 0.76825 4.56417 -3.73563 0.002 0.008 -0.005 0.0000
H 2.33054 3.75605 -3.95868 -0.003 0.000 0.015 0.0000
H 0.40528 7.26185 -7.06915 -0.008 0.003 -0.004 0.0000
H 0.48048 6.95819 -5.47985 -0.007 0.003 -0.006 0.0000
```
Forces are in eV/Å.

Results
* spin multiplicity: 2
* ⟨S²⟩: 0.754
* electronic energy: -47731.81886 eV